Entry 1:
{
  "formula": "C41H56BCaN12O2S2Si",
  "method": "ωB97M-V/def2-TZVPD",
  "de_lowest_kcal_mol": 0.0,
  "gap_ev": 5.821,
  "charge": -1,
  "homo_ev": -3.70,
  "total_energy_ha": -4192.144216,
  "elements": ["Ca", "C", "C", "C", "C", "C", "C", "N", "N", "B", "N", "C", "C", "C", "N", "C", "C", "C", "N", "C", "C", "C", "N", "C", "C", "C", "H", "H", "H", "H", "H", "H", "H", "H", "H", "H", "H", "H", "H", "H", "H", "H", "H", "H", "H", "H", "H", "H", "H", "H", "H", "H", "H", "H", "N", "C", "N", "C", "C", "S", "C", "C", "S", "C", "N", "N", "H", "H", "H", "H", "H", "H", "C", "C", "O", "C", "C", "C", "C", "C", "C", "O", "H", "H", "H", "H", "H", "H", "H", "C", "C", "C", "C", "C", "C", "N", "N", "Si", "C", "C", "C", "H", "H", "H", "H", "H", "H", "H", "H", "H", "H", "H", "H", "H", "H", "H"],
  "xyz": [[-0.236, -0.079, 0.225], [-2.167, 0.163, -3.306], [-2.948, 1.474, -3.134], [-2.436, 2.507, -4.167], [-2.780, 2.030, -1.776], [-3.020, 3.400, -1.377], [-2.577, 3.443, -0.065], [-2.139, 2.207, 0.318], [-2.280, 1.301, -0.765], [-2.218, 1.867, 1.886], [-0.831, 2.043, 2.578], [-0.493, 2.763, 3.658], [0.879, 2.658, 3.857], [1.349, 1.860, 2.784], [0.306, 1.457, 2.012], [2.777, 1.582, 2.550], [3.561, 2.208, 3.735], [3.318, 2.047, 1.222], [-2.854, 0.445, 2.199], [-3.921, 0.279, 3.003], [-4.041, -1.078, 3.316], [-2.988, -1.722, 2.593], [-2.212, -0.803, 1.976], [-2.870, -3.181, 2.477], [-1.414, -3.690, 2.431], [-3.637, -3.892, 3.607], [-2.419, -0.205, -4.299], [-1.087, 0.349, -3.209], [-2.467, -0.579, -2.559], [-4.042, 1.314, -3.300], [-1.426, 2.818, -3.892], [-2.421, 2.075, -5.157], [-3.053, 3.393, -4.188], [-3.327, 4.201, -2.002], [-2.616, 4.295, 0.588], [-2.904, 2.694, 2.439], [-1.218, 3.276, 4.235], [1.507, 3.193, 4.563], [2.926, 0.478, 2.628], [3.455, 3.291, 3.753], [3.263, 1.795, 4.706], [4.639, 1.964, 3.555], [3.795, 3.013, 1.363], [4.093, 1.336, 0.912], [2.503, 2.070, 0.494], [-4.589, 1.071, 3.313], [-4.669, -1.585, 4.035], [-3.337, -3.549, 1.506], [-0.843, -3.347, 3.290], [-1.430, -4.789, 2.428], [-0.895, -3.283, 1.577], [-3.308, -3.458, 4.571], [-4.722, -3.715, 3.472], [-3.476, -4.963, 3.625], [1.692, -4.302, -1.430], [0.386, -4.627, -1.528], [-0.589, -3.730, -1.384], [-1.773, -4.251, -1.771], [-1.730, -5.620, -2.123], [-0.109, -6.217, -2.076], [-3.025, -3.511, -1.845], [-4.107, -3.975, -2.614], [-5.555, -3.130, -2.295], [-4.610, -2.066, -1.212], [-3.327, -2.439, -1.038], [-5.189, -1.018, -0.572], [2.105, -3.417, -1.044], [2.362, -5.026, -1.661], [-2.636, -6.207, -2.337], [-3.965, -4.811, -3.321], [-6.147, -0.764, -0.738], [-4.593, -0.440, 0.031], [5.442, -1.703, 0.304], [3.941, -2.108, 0.311], [3.288, -2.235, -0.717], [3.416, -2.353, 1.656], [4.204, -2.946, 2.681], [3.662, -3.334, 3.926], [2.315, -3.019, 4.148], [1.559, -2.303, 3.239], [1.979, -2.054, 1.908], [1.172, -1.527, 1.048], [5.645, -1.005, -0.549], [6.110, -2.603, 0.160], [5.753, -1.241, 1.246], [5.230, -3.206, 2.495], [4.287, -3.889, 4.606], [1.900, -3.325, 5.108], [0.575, -1.999, 3.596], [1.166, -1.548, -3.843], [1.519, -0.143, -3.568], [2.449, 0.397, -4.499], [2.776, 1.750, -4.432], [2.163, 2.449, -3.425], [1.309, 1.844, -2.403], [0.994, 0.517, -2.530], [0.924, 2.562, -1.347], [1.376, 4.265, -1.152], [3.306, 4.476, -1.449], [0.770, 5.002, 0.513], [0.395, 5.244, -2.489], [0.629, -1.614, -4.844], [0.521, -1.922, -3.004], [2.063, -2.223, -3.910], [2.819, -0.275, -5.272], [3.403, 2.222, -5.183], [2.388, 3.510, -3.321], [3.723, 5.270, -0.806], [3.422, 4.856, -2.483], [3.915, 3.551, -1.364], [1.031, 4.415, 1.412], [-0.325, 4.984, 0.462], [1.096, 6.029, 0.683], [0.360, 4.731, -3.454], [0.736, 6.263, -2.649], [-0.657, 5.353, -2.140]],
  "mulliken_charge": [2.2349, -0.4304, 1.2648, -1.6275, -0.1195, -1.8120, -0.7800, 1.3672, -0.2151, -0.2140, 0.3386, -0.9457, -0.8211, -1.4798, 1.0534, 2.8861, -2.3684, -0.7463, -0.3439, -0.8842, -0.9657, -0.5114, 0.8408, 2.1220, -1.2388, -2.0061, 0.6841, -0.2923, -0.5132, 0.2741, 0.2121, 0.4582, 0.4273, 0.4730, 0.6481, -0.2730, 0.5529, 0.5222, -0.8064, 0.5030, 0.4175, 0.4549, 0.5498, 0.2408, -0.4738, 0.4206, 0.4854, -0.4005, 0.3038, 0.5003, -0.1348, 0.4023, 0.3809, 0.4369, -0.1155, 0.2352, 0.2685, -0.4547, -0.6279, -0.3297, 0.4980, -0.6389, -0.3613, 0.3561, 0.1851, -0.3017, 0.1611, 0.1995, 0.4227, 0.4627, 0.1670, 0.0343, -1.6566, 0.6099, -0.7906, 0.3732, -0.4959, -0.9532, -0.5208, -0.2979, -0.3734, -0.5068, 0.3397, 0.3893, 0.4361, 0.4042, 0.3949, 0.3934, 0.6901, -1.1507, 0.8978, -0.9228, -1.1288, -0.3370, -0.4423, 0.7224, 0.4432, 0.3608, -1.4337, -0.6562, -1.2201, 0.3272, -0.2963, 0.5570, 0.3967, 0.4074, 0.0754, 0.4441, 0.4585, 0.3253, 0.0684, 0.0341, 0.4984, 0.2940, 0.4544, 0.1747]
}

Entry 2:
{
  "formula": "C41H56BrN3O2ScSi",
  "method": "ωB97M-V/def2-TZVPD",
  "de_lowest_kcal_mol": 61.6,
  "gap_ev": 7.027,
  "charge": 1,
  "homo_ev": -10.13,
  "total_energy_ha": -5534.677876,
  "elements": ["Sc", "C", "C", "C", "C", "C", "C", "H", "H", "H", "H", "H", "H", "C", "N", "C", "C", "C", "C", "C", "C", "C", "C", "H", "H", "H", "H", "H", "H", "H", "H", "H", "H", "H", "H", "C", "O", "C", "C", "C", "Br", "C", "C", "C", "O", "C", "N", "C", "C", "C", "C", "C", "C", "N", "H", "H", "H", "H", "H", "H", "H", "H", "H", "H", "H", "C", "C", "C", "C", "Si", "C", "C", "C", "C", "C", "C", "C", "C", "H", "H", "H", "H", "H", "H", "H", "H", "H", "H", "H", "H", "H", "H", "H", "H", "H", "H", "H", "H", "H", "H", "H", "H", "H", "H", "H"],
  "xyz": [[0.501, -0.842, 0.267], [-2.339, -0.665, 2.216], [-1.926, 0.542, 2.765], [-2.101, 1.720, 2.057], [-2.700, 1.688, 0.810], [-3.164, 0.493, 0.282], [-2.975, -0.690, 0.980], [-2.250, -1.575, 2.793], [-1.520, 0.566, 3.764], [-1.814, 2.670, 2.485], [-2.843, 2.612, 0.276], [-3.712, 0.496, -0.650], [-3.391, -1.621, 0.617], [-0.438, -1.544, -3.412], [-1.248, -1.719, -2.205], [-2.599, -1.251, -2.520], [-1.299, -3.158, -1.884], [0.028, -3.699, -1.399], [0.518, -4.871, -1.963], [1.669, -5.465, -1.481], [2.300, -4.906, -0.387], [1.810, -3.730, 0.162], [0.681, -3.046, -0.330], [-0.848, -2.121, -4.253], [0.574, -1.895, -3.231], [-0.419, -0.490, -3.699], [-2.993, -1.746, -3.418], [-2.582, -0.174, -2.692], [-3.281, -1.470, -1.702], [-1.645, -3.737, -2.759], [-2.030, -3.299, -1.078], [-0.009, -5.339, -2.786], [2.053, -6.368, -1.934], [3.173, -5.373, 0.044], [2.324, -3.343, 1.035], [2.986, -0.952, -2.525], [2.062, -0.082, -1.865], [1.732, 1.053, -2.582], [2.568, 1.599, -3.543], [2.141, 2.680, -4.300], [3.288, 3.361, -5.649], [0.886, 3.216, -4.126], [0.040, 2.692, -3.150], [0.474, 1.631, -2.337], [-0.317, 1.132, -1.346], [-1.314, 3.197, -3.013], [-2.162, 2.739, -2.114], [-3.338, 3.428, -2.295], [-4.562, 3.358, -1.632], [-5.557, 4.217, -2.038], [-5.373, 5.112, -3.097], [-4.182, 5.182, -3.786], [-3.166, 4.336, -3.365], [-1.877, 4.157, -3.798], [2.760, -0.990, -3.594], [4.018, -0.622, -2.384], [2.855, -1.939, -2.083], [3.553, 1.200, -3.715], [0.570, 4.041, -4.739], [-1.203, 1.641, -1.428], [-4.728, 2.668, -0.822], [-6.509, 4.192, -1.531], [-6.184, 5.764, -3.374], [-4.050, 5.863, -4.611], [-1.454, 4.644, -4.569], [5.530, -0.128, 2.598], [4.406, -0.176, 1.559], [4.725, 0.825, 0.443], [4.443, -1.561, 0.902], [2.550, 0.160, 2.299], [2.308, 2.145, 2.604], [1.163, 2.408, 3.585], [3.560, 2.843, 3.137], [1.900, 2.799, 1.278], [2.336, -0.833, 4.051], [3.062, -0.190, 5.236], [2.840, -2.273, 3.934], [0.845, -0.928, 4.389], [6.496, -0.242, 2.102], [5.435, -0.942, 3.312], [5.542, 0.812, 3.142], [5.664, 0.556, -0.041], [4.838, 1.836, 0.821], [3.938, 0.818, -0.310], [5.414, -1.715, 0.431], [3.670, -1.640, 0.134], [4.299, -2.356, 1.626], [1.395, 2.048, 4.582], [0.253, 1.927, 3.237], [0.978, 3.480, 3.661], [3.936, 2.356, 4.032], [3.340, 3.881, 3.385], [4.354, 2.850, 2.397], [0.986, 2.334, 0.883], [2.680, 2.713, 0.527], [1.699, 3.858, 1.428], [4.138, -0.294, 5.141], [2.759, -0.681, 6.161], [2.832, 0.866, 5.337], [3.902, -2.309, 3.716], [2.295, -2.814, 3.161], [2.687, -2.789, 4.883], [0.456, 0.029, 4.712], [0.688, -1.638, 5.200], [0.273, -1.275, 3.521]],
  "mulliken_charge": [-1.6080, -0.8844, -0.0887, -0.9184, 0.1836, 0.0022, -0.6884, 0.4704, 0.6204, 0.5051, 0.1216, 0.4544, 0.4376, -1.1534, 1.2022, -1.2505, -1.3403, 1.4328, -0.6401, -0.8397, -0.9576, 0.4595, -0.1854, 0.4863, 0.1835, 0.1277, 0.4947, 0.0563, 0.3252, 0.3633, 0.3385, 0.4203, 0.4064, 0.4874, 0.3147, -1.5811, 1.1464, -0.1874, -0.2550, -0.7315, -0.1826, -0.8259, 0.8553, -0.7821, 1.2292, -0.0632, -0.0158, 0.8062, -0.4578, -0.8525, -0.5128, -1.0941, 0.1159, -0.0802, 0.5398, 0.2887, 0.3091, 0.6444, 0.5097, 0.1455, 0.2691, 0.4386, 0.4091, 0.4255, 0.2189, -1.8107, 2.7032, -1.8436, -1.6648, -0.0081, 2.6731, -1.9919, -1.8059, -1.9335, 2.3072, -1.7369, -2.0099, -1.5659, 0.5382, 0.4004, 0.2647, 0.5913, 0.2864, 0.0249, 0.6429, -0.0605, 0.3247, 0.3886, -0.0188, 0.6360, 0.3187, 0.5378, 0.3631, 0.0827, 0.2689, 0.6388, 0.3353, 0.5347, 0.3166, 0.3907, 0.2802, 0.6111, 0.3493, 0.5634, 0.0096]
}